{
  "formula": "C30H48MnP2Se",
  "method": "the ωB97M-V functional and the def2-TZVPD basis",
  "symbols": ["Mn", "C", "C", "C", "C", "C", "C", "H", "H", "H", "C", "H", "H", "H", "C", "H", "H", "H", "C", "H", "H", "H", "C", "H", "H", "H", "C", "C", "C", "C", "C", "C", "C", "C", "H", "H", "H", "H", "H", "H", "H", "H", "H", "H", "H", "H", "P", "P", "C", "C", "H", "H", "H", "H", "C", "H", "H", "H", "C", "H", "H", "H", "C", "H", "H", "H", "C", "H", "H", "H", "Se", "C", "C", "C", "C", "C", "C", "H", "H", "H", "H", "H"],
  "positions_angstrom": [[0.5145, -0.8121, -0.0659], [-0.4697, -2.5580, 1.5409], [0.8816, -2.6100, 1.0153], [0.8162, -1.1770, 2.8883], [-0.4777, -1.7440, 2.7115], [1.6637, -1.6877, 1.8616], [-1.5815, -3.4528, 1.1494], [-1.3337, -4.0534, 0.2645], [-2.4849, -2.8714, 0.9193], [-1.8455, -4.1544, 1.9563], [-1.5901, -1.7081, 3.6931], [-1.9289, -2.7405, 3.8978], [-2.4706, -1.1415, 3.3365], [-1.2629, -1.2655, 4.6452], [1.2085, -0.3006, 4.0144], [0.8554, -0.7254, 4.9619], [0.7806, 0.7123, 3.9528], [2.2981, -0.1930, 4.0821], [3.1476, -1.6486, 1.8696], [3.5691, -2.3369, 2.6222], [3.5158, -0.6401, 2.0969], [3.5394, -1.9568, 0.8903], [1.4524, -3.7044, 0.1630], [1.7335, -4.5835, 0.7655], [2.3479, -3.3684, -0.3745], [0.7249, -4.0388, -0.5861], [-1.6069, 0.2832, -3.9404], [-1.6955, -1.0635, -3.8205], [-0.8032, -2.0757, -4.5020], [0.6963, -1.7183, -4.4508], [1.1522, -0.9266, -3.2521], [1.1203, 0.4081, -3.2365], [0.6764, 1.2686, -4.3901], [-0.7412, 0.9536, -4.9425], [-1.1452, -2.1902, -5.5471], [0.9620, -1.1695, -5.3709], [-0.9718, -3.0468, -4.0052], [-0.6753, 0.3480, -5.8629], [-2.4283, 0.8838, -3.5315], [-2.6237, -1.4926, -3.4161], [-1.2232, 1.9014, -5.2356], [0.7058, 2.3369, -4.1006], [1.7839, 0.9690, -2.5688], [1.4036, 1.1946, -5.2294], [1.2551, -2.6679, -4.4803], [1.7134, -1.5005, -2.4971], [-1.7093, 0.5086, -0.8415], [1.5876, 1.2323, 0.0849], [-0.8437, 2.0542, -1.3854], [0.5605, 2.4592, -0.8375], [-1.5665, 2.8421, -1.1044], [-0.8000, 2.0107, -2.4852], [1.1674, 2.8102, -1.6859], [0.4370, 3.2991, -0.1369], [2.0900, 2.0393, 1.6178], [2.5480, 1.3138, 2.2984], [1.2270, 2.5032, 2.1065], [2.8304, 2.8054, 1.3455], [3.2089, 0.8550, -0.6661], [3.6082, 1.7967, -1.0696], [3.0910, 0.0952, -1.4526], [3.8702, 0.4373, 0.1109], [-3.4705, 0.3640, -1.0156], [-3.7782, -0.6835, -0.9083], [-3.7525, 0.7307, -2.0107], [-3.9432, 0.9689, -0.2286], [-1.0979, -1.2201, -1.2886], [-0.2384, -1.9749, -1.0333], [-0.7909, -1.1351, -2.3557], [-1.9797, -1.8637, -1.1652], [-1.3320, 0.6964, 1.3945], [-1.2815, 2.2217, 2.7920], [-0.9493, 3.5050, 2.3851], [-0.6530, 4.4808, 3.3435], [-0.8516, 4.1794, 4.7083], [-1.3551, 2.9378, 5.1048], [-1.6046, 1.9418, 4.1371], [-0.8889, 3.7389, 1.3023], [-0.2866, 5.4514, 3.0210], [-0.6109, 4.9370, 5.4535], [-1.5583, 2.7335, 6.1521], [-2.0419, 0.9930, 4.4214]],
  "lowdin_spin": [3.68, 0.07, -0.02, 0.06, 0.02, 0.01, 0.01, 0.00, 0.00, 0.00, 0.00, 0.00, 0.00, 0.00, 0.01, 0.00, 0.00, 0.00, 0.00, 0.00, 0.00, 0.00, 0.00, 0.00, 0.00, 0.00, 0.00, 0.00, 0.00, 0.00, 0.01, 0.01, 0.00, 0.00, 0.00, 0.00, 0.00, 0.00, 0.00, 0.00, 0.00, 0.00, 0.00, 0.00, 0.00, 0.01, 0.00, 0.03, 0.00, 0.01, 0.00, 0.00, 0.00, 0.00, 0.00, 0.00, 0.00, 0.00, 0.00, 0.00, 0.00, 0.00, -0.01, 0.00, 0.00, 0.00, 0.00, -0.02, 0.00, 0.01, 0.03, 0.05, 0.00, 0.00, 0.00, 0.00, 0.00, 0.00, 0.00, 0.00, 0.00, 0.00],
  "charge": 1,
  "spin_multiplicity": 5,
  "lumo_energy_ev": [-3.64, -3.64],
  "homo_ev": [-8.68, -8.58],
  "gap_ev": [5.040, 4.939]
}



{
  "formula": "C30H48N12O16P",
  "method": "the ωB97M-V functional and the def2-TZVPD basis",
  "symbols": ["P", "O", "O", "O", "O", "N", "C", "C", "C", "C", "H", "H", "H", "H", "H", "N", "C", "C", "C", "C", "H", "H", "H", "H", "H", "N", "C", "C", "C", "C", "H", "H", "H", "H", "H", "N", "C", "C", "C", "C", "H", "H", "H", "H", "H", "N", "C", "C", "C", "C", "H", "H", "H", "H", "H", "N", "C", "C", "C", "C", "H", "H", "H", "H", "H", "C", "N", "O", "O", "H", "H", "H", "C", "N", "O", "O", "H", "H", "H", "C", "N", "O", "O", "H", "H", "H", "C", "N", "O", "O", "H", "H", "H", "C", "N", "O", "O", "H", "H", "H", "C", "N", "O", "O", "H", "H", "H"],
  "positions_angstrom": [[0.0857, 0.1899, -0.0793], [-1.0626, 0.1219, -0.9624], [-0.0511, -1.1191, 0.8732], [-0.0363, 1.3534, 0.8768], [1.2759, 0.3622, -0.7664], [0.3410, -4.0250, -0.3010], [0.9441, -4.9305, 0.4630], [0.8667, -6.3568, -0.1719], [0.1230, -6.1288, -1.5301], [-0.2676, -4.6782, -1.4868], [0.2061, -2.9044, 0.0597], [1.3766, -4.5236, 1.3464], [1.3151, -7.2735, 0.1712], [-0.2617, -7.1092, -2.1428], [-0.8104, -3.8942, -2.2024], [-0.2539, 3.1251, 2.4592], [-0.7486, 2.6721, 3.6492], [-0.4444, 3.8155, 4.5335], [0.0006, 5.0625, 3.8006], [0.0588, 4.5126, 2.3042], [0.0591, 2.2304, 1.7802], [-1.0045, 1.7168, 3.7092], [-0.3445, 3.7724, 5.5315], [0.3607, 5.9123, 4.1451], [0.4456, 4.8016, 1.3224], [-2.6643, 1.2334, -2.2892], [-3.8235, 1.8675, -1.7037], [-4.6219, 2.3299, -2.9421], [-3.8128, 1.9564, -4.1439], [-2.7376, 1.1416, -3.7073], [-1.9445, 0.9830, -1.6078], [-4.0730, 1.7998, -0.7777], [-5.4956, 2.8288, -3.0614], [-3.6822, 2.0064, -5.1737], [-1.9480, 0.6094, -3.9870], [-2.8713, -2.3935, -1.4852], [-3.3358, -3.1190, -0.4128], [-4.2678, -4.2750, -0.9289], [-4.2591, -4.0813, -2.5207], [-3.2572, -2.8477, -2.7376], [-2.1540, -1.5011, -1.4831], [-2.7627, -2.7302, 0.4280], [-4.6972, -5.0478, -0.3949], [-4.6678, -4.6493, -3.2591], [-2.8230, -2.2770, -3.4130], [2.7735, 1.0569, -2.5856], [3.9999, 0.6379, -2.6646], [4.6683, 1.2189, -4.0358], [3.5804, 2.0384, -4.6311], [2.4432, 1.8822, -3.6512], [2.2210, 0.8163, -1.6880], [4.3287, -0.0412, -1.9410], [5.6208, 1.0683, -4.5069], [3.6439, 2.5646, -5.6081], [1.4322, 2.1584, -3.5830], [-0.6189, -1.8301, 3.1044], [-1.8277, -2.0085, 3.7806], [-1.5662, -2.8804, 4.9787], [-0.0963, -2.8966, 5.2294], [0.4291, -2.1495, 3.8998], [-0.4913, -1.2522, 2.0823], [-2.7024, -1.5650, 3.2628], [-2.3834, -3.3117, 5.5876], [0.5186, -3.3159, 6.0179], [1.5248, -2.0736, 3.4283], [-0.5094, 3.5094, -1.2710], [-1.1910, 4.6450, -1.9661], [-1.6558, 5.5151, -1.3965], [-1.1380, 4.5837, -3.2598], [-0.9541, 3.4113, -0.2085], [0.5714, 3.6753, -1.1898], [-0.8551, 2.5934, -1.6378], [0.2969, -1.9221, -3.8703], [-0.5229, -2.5506, -4.9931], [-1.0048, -3.7048, -4.8305], [-0.4855, -1.9699, -6.1080], [1.2378, -1.7407, -4.3307], [0.2506, -2.4516, -2.9962], [-0.2551, -1.0804, -3.5762], [2.3772, 1.3594, 3.6487], [3.3603, 0.4682, 4.3255], [3.1685, 0.0232, 5.4455], [4.4088, 0.1448, 3.6625], [1.5767, 0.9956, 2.8962], [2.8741, 2.2466, 3.0842], [1.7794, 1.6659, 4.3873], [3.0875, 2.6610, 0.4517], [3.8865, 3.8609, 0.7902], [5.0567, 3.7134, 0.6525], [3.3796, 4.9362, 0.8506], [3.6475, 1.6507, 0.7703], [3.3487, 2.6794, -0.5238], [2.1660, 2.8776, 0.8981], [-2.9513, 0.9640, 1.6814], [-3.8686, 1.7983, 2.4562], [-4.8446, 2.2346, 1.7960], [-3.9588, 1.6727, 3.6463], [-2.4027, 0.7618, 2.2761], [-2.5344, 1.4859, 1.0601], [-3.6188, 0.1263, 1.1068], [3.3811, -1.2182, 0.9635], [4.3393, -2.2162, 1.3470], [5.5481, -1.8749, 1.1286], [4.1154, -3.1506, 2.0893], [3.5693, -0.7159, 0.0397], [3.1444, -0.4181, 1.7537], [2.4068, -1.9018, 0.6922]],
  "lowdin_charge": [-0.08, -0.30, -0.37, -0.30, -0.23, -0.03, -0.17, -0.10, -0.12, -0.13, 0.19, 0.07, 0.02, 0.10, 0.08, -0.08, -0.12, -0.11, -0.04, -0.06, 0.00, 0.05, 0.00, -0.03, 0.06, -0.01, -0.01, -0.05, -0.11, -0.11, -0.03, -0.01, 0.00, 0.04, 0.04, -0.06, -0.12, -0.03, -0.02, -0.10, 0.18, 0.08, 0.00, -0.01, 0.01, -0.05, -0.13, -0.08, -0.11, -0.13, 0.03, 0.06, 0.02, 0.06, 0.06, -0.08, -0.16, -0.15, -0.09, -0.15, 0.03, 0.08, 0.05, 0.03, 0.11, 0.03, -0.43, 0.11, -0.03, 0.11, 0.10, 0.03, 0.08, -0.36, 0.02, 0.01, 0.10, 0.03, 0.07, 0.03, -0.38, 0.06, -0.01, 0.12, 0.13, 0.03, 0.05, -0.49, 0.05, 0.07, 0.15, 0.05, 0.05, 0.07, -0.37, 0.00, 0.08, -0.08, -0.01, 0.21, -0.01, -0.42, -0.01, 0.05, 0.05, 0.10, 0.14],
  "e_above_lowest_kj_mol": 696.5,
  "charge": -3,
  "lumo_energy_ev": 5.46,
  "homo_ev": -0.87,
  "gap_ev": 6.335
}



Number 1: molecular weight 604.6 g mol⁻¹, E -5406.5591 Eh. Number 2: molecular weight 863.8 g mol⁻¹, E -3373.0292 Eh.